Computed, not measured: a cluster of 2 separate species, C3H6BrN4O2 in total at a distorted geometry, with the ωB97M-V functional and the def2-TZVPD basis.

Properties
relative energy (zero: lowest compared OMol25 entry of this formula, charge and spin): 105.83 kcal/mol
E_HOMO (alpha / beta): -12.404 / -12.104 eV
max |F|: 3.559 eV/Å
charge: +1

Geometry as XYZ:
```
16
C3H6BrN4O2 the ωB97M-V functional and the def2-TZVPD basis
C -1.14996 0.05307 1.69569
C 0.59570 -0.05984 0.33271
C -0.80509 -0.71433 -1.75899
N -1.62541 0.03347 0.47362
N -0.54933 -0.04726 -0.43723
N 0.14940 0.18892 1.64104
N 2.48781 1.44741 -0.40082
O 3.20161 0.57410 -0.66752
O 2.22198 2.58607 -0.56028
Br 1.66516 -1.75285 0.08032
H -1.71528 0.05472 2.52328
H -1.86922 -0.45023 -1.87649
H -0.04677 -0.21009 -2.34512
H -0.74136 -1.84884 -1.52037
H -2.57587 -0.29888 0.38796
H 0.75664 0.44457 2.43222
```